# 1
The following is a DFT calculation (ωB97M-V with the def2-TZVPD basis set) of a cluster of 2 separate species, C5H13NO in total.

Each line ends with the Löwdin charge.
Cartesian coordinates (Å):
C: 1.05 0.57 0.49  -0.078
C: 0.13 -0.11 -0.48  -0.290
C: 0.75 -1.07 -1.47  -0.050
C: -1.21 0.09 -0.36  -0.341
C: -2.21 -0.66 -1.20  -0.055
N: -1.71 1.17 0.46  0.050
H: 1.76 -0.14 0.87  0.045
H: 0.45 1.15 1.16  0.056
H: 1.78 1.20 -0.02  0.091
H: 1.69 -1.45 -1.10  0.066
H: 1.02 -0.49 -2.35  0.087
H: 0.01 -1.83 -1.68  0.059
H: -2.87 -1.17 -0.49  0.083
H: -2.70 0.05 -1.87  0.080
H: -1.78 -1.41 -1.83  0.039
H: -1.82 1.01 1.44  0.070
H: -2.45 1.66 -0.01  0.064
O: 2.81 0.56 2.52  -0.066
H: 2.65 1.24 3.18  0.047
H: 2.64 -0.35 2.75  0.044

Calculated values
HOMO-LUMO gap = 8.6 eV
HOMO = -0.28541 Ha
multiplicity = 1
energy above the lowest of the compared OMol25 structures with the same formula, charge and spin = 1.877 eV

# 2
The following is a DFT calculation (ωB97M-V with the def2-TZVPD basis set) of the molecule C5H11N.

Each line ends with the Löwdin charge.
Cartesian coordinates (Å):
C: -0.30 1.88 -1.59  -0.158
C: -0.46 0.43 -1.36  -0.255
C: 0.01 -0.13 0.02  -0.297
C: 0.54 0.90 0.98  -0.062
C: -0.21 -1.44 0.39  -0.185
N: 0.25 -1.99 1.59  0.018
H: -0.50 2.19 -2.69  0.108
H: -0.69 2.55 -0.93  0.029
H: 0.81 2.14 -1.58  0.087
H: -1.58 0.10 -1.52  0.138
H: 0.08 -0.15 -2.13  0.107
H: -0.21 1.54 1.29  0.055
H: 1.30 1.40 0.26  0.104
H: 1.08 0.39 1.79  0.063
H: -0.96 -1.93 -0.21  0.101
H: 0.78 -1.21 2.10  0.083
H: 0.69 -2.85 1.80  0.061

Calculated values
HOMO-LUMO gap = 8.5 eV
HOMO = -0.27252 Ha
multiplicity = 1
energy above the lowest of the compared OMol25 structures with the same formula, charge and spin = 2.013 eV